C86H183N5O19P2 | the ωB97M-V functional and the def2-TZVPD basis

The geometry in XYZ format:
```
295
Properties=species:S:1:pos:R:3:forces:R:3
P -14.419 8.037 16.330 -1.08 -0.92 -0.83
P -19.187 14.866 18.737 0.45 -0.78 0.89
O -10.274 9.894 11.666 -0.95 0.24 0.27
O -20.180 17.974 14.132 -0.38 -0.56 -0.29
O -12.968 15.609 7.913 -0.41 4.47 -0.17
O -13.025 15.429 16.283 -1.33 2.53 -0.65
O -11.275 8.893 13.400 -2.07 0.29 2.70
O -7.368 10.190 10.485 -0.93 -1.11 -1.60
O -5.594 11.618 10.235 -1.57 -2.25 -3.11
O -6.345 14.572 11.239 -8.58 1.53 2.94
O -12.800 16.734 14.491 -0.12 0.78 -0.37
O -13.838 14.007 9.132 -2.28 -0.44 0.90
O -18.887 16.344 13.521 1.81 -1.51 -1.61
O -5.769 16.235 9.889 -1.33 5.22 -3.24
O -12.313 13.670 7.609 2.62 -3.55 -2.61
O -9.178 20.235 10.649 -0.75 1.83 0.43
O -20.177 16.042 15.270 -0.15 -1.10 0.50
O -4.541 14.515 10.529 5.78 1.69 -3.36
O -6.893 12.007 11.784 -4.66 -0.09 2.30
O -10.307 19.360 9.033 -2.90 0.46 -3.31
O -8.877 18.115 10.166 -1.27 -0.09 -0.84
N -11.329 13.542 11.970 -1.94 0.71 1.07
N -8.545 16.904 6.038 -0.57 -0.21 -0.91
N -8.329 17.028 15.975 -0.99 1.13 -0.65
N -14.535 18.184 10.698 0.13 0.46 1.77
N -15.715 10.889 7.229 0.66 -0.39 -0.92
C -15.183 13.624 19.442 0.01 0.68 -1.15
C -19.121 14.182 20.505 -1.16 1.24 -0.93
C -19.847 16.786 14.314 -1.44 3.63 2.12
C -8.809 14.964 17.369 -0.10 0.01 0.69
C -9.039 18.219 5.466 -2.43 -0.04 -0.33
C -15.595 6.229 19.861 0.41 -1.10 -1.35
C -7.476 18.351 15.901 0.68 -1.76 -1.05
C -12.994 18.360 10.609 -2.06 -0.20 0.81
C -5.586 15.159 10.512 4.50 -7.45 3.57
C -20.220 12.930 22.333 -0.58 0.46 2.17
C -14.793 11.188 6.019 0.27 1.26 -0.22
C -14.223 5.595 14.665 0.47 0.27 -0.17
C -15.627 10.985 4.760 0.78 -0.94 -0.12
C -14.939 12.445 13.236 1.02 1.74 1.09
C -21.912 18.117 18.931 0.42 0.29 -0.83
C -13.448 6.799 15.319 -1.10 -0.45 -0.05
C -19.987 12.275 17.937 -0.97 -1.97 0.89
C -17.367 9.519 13.685 1.00 1.01 0.16
C -15.171 19.085 9.611 -0.13 -1.35 1.69
C -8.272 13.904 18.334 -0.02 0.02 -1.08
C -21.363 12.628 23.372 0.74 -0.67 -0.84
C -6.915 15.163 5.440 0.48 1.17 0.45
C -7.124 17.143 13.826 2.16 -1.23 1.05
C -10.473 12.911 10.850 -1.10 -0.82 1.36
C -14.984 16.701 10.757 0.46 1.97 -1.16
C -16.680 20.433 7.241 0.62 1.12 0.06
C -16.500 12.145 7.626 0.36 -1.59 -0.75
C -21.317 11.464 17.624 0.61 2.94 -0.62
C -15.159 9.253 10.802 1.55 -1.17 0.30
C -17.004 13.287 17.726 0.19 1.13 0.38
C -8.202 16.297 14.558 0.95 1.55 -0.26
C -12.636 12.749 12.178 -0.82 0.43 0.07
C -14.946 10.412 8.486 1.15 -0.34 -0.58
C -13.848 3.538 13.112 -0.66 -0.02 -0.17
C -14.599 17.305 15.914 0.18 0.18 0.81
C -16.358 16.709 11.467 0.47 -2.00 -0.81
C -16.418 9.696 5.051 -1.57 2.09 0.08
C -22.413 18.158 17.468 -0.48 0.83 2.23
C -12.214 9.652 17.161 -0.98 -0.15 -0.27
C -13.380 16.471 15.573 1.74 -3.13 0.27
C -11.451 11.797 16.014 0.45 -0.42 -1.02
C -10.269 15.340 10.821 0.20 1.18 0.11
C -9.607 16.121 6.887 0.75 1.38 -0.70
C -16.146 8.291 15.549 2.20 0.34 2.50
C -15.933 13.047 14.207 -0.70 -0.58 1.32
C -8.093 15.955 4.872 0.13 1.82 0.60
C -18.615 8.763 13.976 -0.45 -1.32 0.10
C -21.224 10.046 17.932 0.21 -2.89 0.05
C -15.108 18.522 8.228 0.17 1.16 -1.62
C -15.325 19.714 7.196 -1.22 -1.04 -0.27
C -6.357 16.037 6.596 -1.26 -0.22 2.17
C -15.062 18.565 12.157 -0.21 0.95 -0.17
C -16.497 17.971 12.282 1.48 0.73 -0.73
C -13.107 14.354 8.205 -2.40 -2.69 3.49
C -11.586 11.019 17.283 -0.80 0.91 0.02
C -15.815 9.856 9.603 -0.98 1.38 -1.10
C -7.065 13.167 17.742 -0.11 0.31 0.22
C -7.828 16.107 17.130 -1.11 1.02 -1.58
C -7.268 17.273 6.788 0.10 -0.58 0.01
C -7.063 18.548 14.406 -2.48 0.53 0.12
C -17.622 14.715 17.775 -0.73 0.22 0.18
C -16.615 9.795 6.598 0.44 -1.38 0.55
C -10.583 13.680 13.309 0.57 -0.42 -1.82
C -11.550 15.072 11.537 -0.42 -2.41 -0.15
C -20.178 13.753 17.860 -2.00 -0.78 -1.04
C -10.767 8.918 12.296 2.37 0.24 -2.57
C -13.559 9.608 16.265 2.24 0.34 0.37
C -13.315 4.873 13.612 -1.23 -0.50 1.41
C -9.470 19.224 9.997 5.99 -3.52 4.23
C -14.572 7.389 18.072 0.90 0.87 -2.78
C -13.788 13.470 12.956 0.87 -0.56 -1.62
C -12.256 19.222 3.343 0.47 0.35 -0.97
C -13.873 8.447 10.468 0.02 0.78 -0.24
C -21.323 16.814 19.328 0.43 -1.64 -0.07
C -20.535 13.940 21.253 1.73 -0.60 -1.74
C -15.494 13.482 17.904 -0.52 -1.65 2.24
C -19.990 16.448 18.557 0.22 1.04 1.62
C -10.465 18.100 4.788 0.75 0.35 0.25
C -15.840 6.615 18.362 0.78 0.56 1.71
C -9.849 17.324 16.164 0.98 -1.97 -0.73
C -6.734 11.345 10.757 6.72 2.27 1.92
C -10.485 7.582 11.616 -0.43 -0.79 0.26
C -9.794 14.050 10.137 0.36 -0.14 -0.34
C -16.034 8.907 14.205 -0.74 -0.89 -2.13
C -16.576 5.206 20.275 -1.90 -0.54 0.49
C -10.846 19.313 3.833 1.97 -0.71 2.78
H -19.265 17.106 19.036 0.35 0.44 -0.21
H -16.382 4.643 21.188 0.05 0.63 0.47
H -15.494 13.393 15.142 0.70 0.92 -0.44
H -16.677 7.281 18.149 -0.34 0.14 0.59
H -16.228 19.081 9.879 0.03 0.65 0.10
H -16.072 5.703 17.813 0.68 0.01 -0.32
H -10.502 15.872 6.317 0.42 0.04 -0.64
H -18.618 13.243 20.275 0.02 -0.18 0.59
H -19.498 13.350 23.034 0.59 0.33 -0.38
H -17.318 9.699 12.611 0.36 -0.20 -0.12
H -12.441 4.529 14.165 0.66 0.86 -0.35
H -13.618 6.871 18.177 -0.14 -0.52 0.26
H -15.929 8.641 11.272 0.18 -0.13 0.13
H -15.011 12.519 17.736 0.17 0.02 -0.89
H -12.450 9.290 18.161 -0.04 -0.08 0.10
H -8.705 13.996 10.126 0.20 -0.11 0.51
H -10.167 16.299 15.971 -1.09 0.36 0.45
H -19.326 8.989 13.182 -0.38 -0.09 0.33
H -7.286 12.916 16.704 -0.18 -0.79 0.15
H -17.442 12.696 18.530 0.46 -0.33 0.04
H -7.782 16.693 4.133 0.45 -0.27 -0.21
H -9.951 16.841 7.629 0.50 -0.47 0.73
H -9.529 15.732 11.518 0.36 -0.14 -0.29
H -9.434 7.592 11.326 -0.19 -0.25 -0.27
H -16.662 21.267 7.943 -0.36 -0.38 0.73
H -13.119 5.456 12.712 0.40 0.47 0.51
H -16.719 21.019 6.323 -0.44 -0.32 -0.39
H -20.333 9.477 17.665 0.63 0.63 -0.11
H -16.349 10.715 10.009 -0.51 0.06 -0.16
H -14.714 20.070 9.701 -0.07 -0.09 0.18
H -9.010 15.536 4.456 0.33 -0.72 0.36
H -16.144 11.918 4.538 -0.67 -0.42 0.01
H -10.130 17.643 17.167 0.37 0.12 -0.14
H -13.624 7.651 11.170 -0.21 -0.03 -0.18
H -19.034 8.922 14.970 -0.08 0.45 -0.05
H -12.127 18.596 2.460 -1.24 -0.69 0.23
H -8.103 14.282 19.343 0.08 0.15 -0.02
H -9.993 19.239 3.158 -0.59 0.53 -0.95
H -6.930 18.232 6.395 0.29 -0.32 -0.60
H -9.168 14.467 16.468 0.78 -0.12 -0.49
H -10.687 20.215 4.424 0.06 0.19 0.04
H -15.582 14.554 19.848 0.33 0.34 0.04
H -17.541 5.713 20.287 -0.44 -0.51 0.42
H -13.015 9.118 10.456 0.13 0.20 0.46
H -12.660 17.875 11.526 0.62 -0.02 -0.32
H -21.179 18.920 19.007 0.25 0.06 0.23
H -16.637 7.321 15.636 -0.24 0.09 -0.34
H -16.513 12.278 14.717 -0.61 -0.51 -0.68
H -6.134 16.782 14.109 0.08 -0.90 0.12
H -17.240 11.800 8.348 0.08 0.35 0.04
H -12.373 11.908 15.442 -0.29 0.12 0.22
H -14.970 17.061 16.910 -0.45 -0.45 -0.23
H -21.324 13.347 24.191 -0.38 0.21 -0.26
H -10.320 17.875 15.349 0.62 0.46 0.11
H -22.184 11.806 18.189 0.25 0.66 0.62
H -17.215 16.424 10.857 0.07 0.48 -0.30
H -19.704 12.042 21.968 -0.53 -0.13 -0.37
H -14.569 20.500 7.175 0.42 -0.31 0.62
H -6.102 19.061 14.401 0.03 -0.36 -0.33
H -10.248 12.689 13.617 -0.17 0.08 0.04
H -12.500 11.845 12.772 1.10 -0.11 -0.16
H -6.146 13.738 17.610 -0.03 0.44 0.52
H -12.337 15.165 10.789 -0.43 -0.71 0.24
H -14.195 18.017 7.912 0.23 0.01 0.52
H -8.267 10.165 10.819 -0.27 0.29 0.63
H -15.623 12.851 20.072 0.05 -0.40 -0.39
H -9.175 18.926 6.284 0.33 -0.13 0.22
H -10.574 10.867 17.661 -0.11 0.22 0.52
H -14.172 10.484 16.475 -0.36 -0.27 0.48
H -18.490 14.828 21.116 0.19 -0.15 -0.04
H -15.036 19.648 12.273 -0.12 0.13 -0.37
H -6.664 16.476 10.137 -0.57 0.50 0.00
H -12.165 11.733 17.869 -0.04 -0.51 1.02
H -12.995 12.422 11.202 0.17 0.28 -0.14
H -16.277 8.797 6.878 0.27 0.29 1.01
H -17.565 19.805 7.344 0.14 0.03 0.05
H -11.371 9.061 16.803 -0.62 -0.68 -0.61
H -10.108 13.879 9.108 -0.17 0.81 -0.26
H -7.730 16.785 17.978 -0.04 -0.20 0.19
H -17.000 12.466 6.711 0.07 0.42 0.23
H -23.017 19.056 17.598 -0.10 0.32 -1.29
H -6.510 18.086 16.332 -0.18 -0.07 0.61
H -10.713 6.759 12.293 0.37 -0.10 0.34
H -14.299 11.206 8.860 -0.34 0.67 -0.25
H -15.445 12.238 12.294 0.23 -0.51 -0.02
H -15.330 19.349 6.169 0.49 -0.70 0.08
H -23.116 17.344 17.295 0.42 -0.15 -0.50
H -12.904 18.934 4.170 -0.10 -0.69 -0.42
H -21.201 13.958 18.176 -0.26 0.22 0.00
H -11.831 15.622 12.436 0.31 0.11 0.03
H -11.116 12.795 16.294 0.25 0.04 -0.50
H -9.131 13.234 18.368 0.22 -0.47 0.44
H -16.216 15.821 12.083 -0.49 0.11 0.63
H -17.133 18.737 11.839 -0.58 -0.49 0.13
H -14.247 14.228 12.322 0.18 0.32 -0.03
H -14.403 18.374 15.999 0.42 0.08 -0.41
H -21.021 14.861 21.574 0.37 -0.01 0.24
H -22.353 12.529 22.928 -0.04 0.22 0.07
H -21.192 13.498 20.504 -0.24 -0.13 0.04
H -5.282 16.173 6.715 -0.10 0.43 -0.73
H -19.175 11.959 17.283 -0.27 -0.28 -0.06
H -21.556 18.282 16.806 -0.57 -0.28 -0.45
H -17.995 14.922 16.772 -0.04 0.58 -0.10
H -17.365 9.684 4.510 -0.30 0.32 0.25
H -16.829 17.712 13.287 0.16 0.53 -0.06
H -9.787 15.269 17.740 0.24 0.70 0.44
H -15.903 17.777 8.187 -0.09 0.05 -0.61
H -11.159 17.991 5.622 -0.32 0.05 -0.18
H -11.188 12.381 10.220 -0.21 0.42 -0.21
H -14.846 16.365 9.729 -0.41 -0.70 0.26
H -12.112 15.280 7.629 1.98 2.06 -1.70
H -15.781 8.038 13.599 -0.33 -0.20 -0.72
H -7.999 15.232 14.674 0.55 0.22 0.29
H -21.240 16.839 20.415 0.94 -0.17 0.12
H -14.530 11.579 13.758 0.07 -0.39 -0.55
H -6.834 15.827 16.782 -0.08 -0.37 0.20
H -14.868 10.014 11.525 -0.18 0.13 -0.03
H -14.475 12.231 6.002 0.12 0.00 0.80
H -17.540 10.518 14.084 0.47 0.16 0.23
H -9.111 16.319 13.957 -0.46 0.55 0.65
H -16.648 13.765 13.804 0.24 0.20 -0.07
H -7.930 19.151 16.485 -0.25 -0.16 -0.33
H -21.124 11.668 23.830 -0.11 -0.10 0.05
H -6.028 15.159 4.807 -0.71 -0.98 -0.78
H -14.696 5.614 19.836 0.81 0.72 0.04
H -13.255 13.969 13.765 -0.90 -0.09 0.78
H -8.310 18.632 4.769 0.18 -0.35 0.08
H -7.531 17.558 7.807 -0.09 -0.64 0.34
H -13.871 10.608 5.991 -0.33 -0.41 0.63
H -13.899 2.753 13.867 0.66 -0.03 0.12
H -14.478 4.893 15.460 0.04 -0.22 0.03
H -15.307 17.173 15.096 -0.32 -0.11 0.30
H -13.164 3.320 12.293 -0.31 -0.81 -0.02
H -9.709 14.241 12.979 0.26 -0.07 0.54
H -22.663 18.348 19.685 -0.42 0.07 -0.28
H -15.750 12.817 8.044 -0.23 0.35 0.01
H -11.158 7.367 10.786 0.24 0.44 -0.52
H -10.523 16.185 10.181 0.66 -0.04 -0.43
H -9.964 12.060 11.302 0.86 0.45 0.17
H -14.202 9.717 8.094 -0.33 -0.46 -0.01
H -17.261 12.767 16.803 -0.02 0.25 -0.08
H -14.433 8.304 18.649 -0.61 0.01 0.45
H -11.157 14.239 14.048 -0.22 -0.17 -0.13
H -7.053 17.006 12.747 -0.76 0.25 -0.07
H -18.431 7.688 13.979 -0.06 -0.26 -0.38
H -9.130 15.187 7.185 -0.04 0.38 0.59
H -15.161 9.505 13.946 -0.15 0.63 0.81
H -19.945 16.655 17.487 -0.55 0.05 -0.33
H -14.221 16.259 11.397 -0.10 -0.15 -0.16
H -16.901 15.481 18.061 0.03 -0.06 -0.03
H -15.964 8.791 4.647 0.64 0.07 0.82
H -12.861 19.440 10.672 0.45 -0.20 -0.11
H -12.904 7.313 14.526 0.33 0.38 0.16
H -12.635 17.926 9.677 0.07 0.03 0.25
H -16.585 8.968 16.282 -0.40 0.09 0.28
H -6.822 12.335 18.403 0.05 -0.33 -0.53
H -14.882 3.536 12.766 -0.04 0.48 -0.49
H -15.059 14.285 17.310 0.10 -0.12 -0.01
H -10.270 20.313 9.144 -1.13 1.28 -0.86
H -15.186 5.872 14.236 0.03 0.27 -0.24
H -17.582 9.926 7.084 -0.26 0.04 -0.81
H -7.206 14.230 5.924 0.21 -0.24 -0.83
H -15.472 7.087 20.522 -0.15 -0.07 -0.08
H -10.785 11.243 15.353 0.34 0.44 -0.29
H -14.411 18.219 12.959 0.56 -0.71 -0.55
H -18.678 15.526 13.978 0.39 -0.63 -0.30
H -21.959 9.404 17.447 -0.62 0.34 0.01
H -7.770 19.130 13.815 -0.11 0.56 0.37
H -16.552 9.193 9.149 -0.04 -0.28 0.19
H -10.477 17.171 4.217 -0.24 -0.04 -0.18
H -20.152 13.989 16.796 -0.01 0.75 -0.08
H -14.095 13.579 19.493 -0.04 0.29 0.57
H -21.334 9.888 19.005 0.00 -0.02 0.11
H -19.723 11.925 18.935 0.34 0.10 0.24
H -6.536 15.411 7.471 0.08 0.22 0.41
H -13.853 8.132 9.424 -0.40 -0.82 0.11
H -12.677 20.154 2.968 0.34 0.24 0.02
H -14.983 10.781 3.904 0.23 0.32 0.07
H -16.647 4.384 19.563 0.04 0.21 -0.49
H -22.093 16.052 19.205 -0.04 -0.27 -0.45
H -13.264 9.754 15.226 0.21 -0.23 -0.25
H -21.630 11.817 16.642 0.19 -0.83 -0.63
H -12.774 6.309 16.022 0.45 0.42 -0.04
```
Positions in Å, forces in eV/Å.

The gap between HOMO and LUMO (spin up / spin down) is 1.7 / 1.8 eV. The expectation value of S² is 0.751. Its spin multiplicity is 2. As for the LUMO energy (spin up / spin down): 0.0304 / 0.0292 hartree. As for the total charge: -1.